No. 1
A structure of composition C23H27BBr2HgN8Si, computed with ωB97M-V with the def2-TZVPD basis set.

Values from the calculation:
Total charge: -1
⟨S²⟩: 0.7734
2S+1: 2
Gap between HOMO and LUMO (alpha / beta), eV: 5.01 / 8.25

Element x y z (Å)
Hg1 0.238 -0.488 0.109
C1 0.310 2.806 -2.959
C2 -0.171 1.587 -2.462
N1 -0.068 1.542 -1.141
N2 0.494 2.716 -0.750
C3 0.724 3.486 -1.832
B1 0.826 3.126 0.711
N3 2.054 2.309 1.218
C4 3.027 2.748 2.041
C5 3.878 1.693 2.304
C6 3.330 0.626 1.573
N4 2.244 1.011 0.911
N5 -0.380 2.985 1.680
C7 -0.890 3.986 2.434
C8 -1.937 3.480 3.170
C9 -1.984 2.123 2.795
N6 -1.053 1.836 1.895
H1 0.360 3.130 -3.987
H2 -0.577 0.737 -2.996
H3 1.161 4.467 -1.725
H4 1.127 4.296 0.717
H5 3.044 3.772 2.388
H6 4.759 1.698 2.927
H7 3.683 -0.392 1.477
H8 -0.478 4.984 2.387
H9 -2.560 4.001 3.880
H10 -2.663 1.352 3.133
Br1 4.292 -2.351 -5.772
C10 3.262 -1.794 -4.268
C11 3.826 -0.889 -3.362
C12 3.022 -0.543 -2.286
N7 1.791 -0.993 -2.078
C13 1.223 -1.839 -2.998
C14 1.998 -2.276 -4.114
C15 -0.137 -2.234 -2.828
C16 -0.751 -3.210 -3.673
C17 -2.060 -3.521 -3.490
Br2 -2.879 -4.831 -4.603
C18 -2.835 -2.911 -2.490
C19 -2.165 -1.992 -1.699
N8 -0.885 -1.653 -1.826
H11 4.822 -0.493 -3.486
H12 3.400 0.145 -1.538
H13 1.589 -2.962 -4.843
H14 -0.179 -3.714 -4.439
H15 -3.880 -3.141 -2.344
H16 -2.705 -1.483 -0.904
C20 -0.991 -4.496 1.311
Si1 -1.053 -2.906 2.307
C21 -2.785 -2.211 2.097
C22 -0.913 -3.347 4.134
C23 0.317 -1.780 1.826
H17 -1.734 -5.214 1.677
H18 -0.003 -4.970 1.363
H19 -1.207 -4.291 0.253
H20 -3.533 -2.937 2.437
H21 -2.991 -1.976 1.048
H22 -2.917 -1.292 2.681
H23 -1.680 -4.075 4.426
H24 -1.045 -2.449 4.751
H25 0.069 -3.772 4.373
H26 1.211 -2.391 1.660
H27 0.540 -1.095 2.649



No. 2
A structure of composition C23H27BClI2N10O2W in a non-equilibrium geometry, computed with ωB97M-V with the def2-TZVPD basis set.

Values from the calculation:
Total charge: +2
⟨S²⟩: 0.7592
2S+1: 2
Gap between HOMO and LUMO (alpha / beta), eV: 5.74 / 5.86

Element x y z (Å)
W1 0.518 1.036 -0.954
C1 -1.870 2.325 -3.675
C2 -2.352 1.524 -2.514
C3 -3.692 1.255 -2.297
C4 -3.744 0.452 -1.177
N1 -2.502 0.252 -0.746
N2 -1.607 0.903 -1.559
B1 -1.974 -0.710 0.328
N3 -0.990 -1.627 -0.429
C5 -1.103 -2.927 -0.711
C6 -0.052 -3.294 -1.521
C7 0.688 -2.137 -1.733
C8 1.924 -2.085 -2.569
N4 0.090 -1.113 -1.075
N5 -1.201 0.156 1.368
C9 -1.519 0.349 2.641
C10 -0.687 1.328 3.167
C11 0.133 1.723 2.131
C12 1.223 2.735 2.194
N6 -0.190 0.999 1.019
N7 -3.005 -1.507 1.060
C13 -2.781 -2.541 1.925
C14 -3.909 -2.715 2.670
C15 -4.805 -1.710 2.219
C16 -6.197 -1.443 2.681
N8 -4.247 -0.981 1.272
H1 -1.460 1.679 -4.450
H2 -1.117 3.059 -3.395
H3 -2.722 2.855 -4.095
H4 -4.519 1.601 -2.892
H5 -4.566 0.008 -0.641
H6 -1.925 -3.505 -0.325
H7 0.158 -4.271 -1.919
H8 1.666 -1.947 -3.619
H9 2.437 -3.043 -2.485
H10 2.614 -1.299 -2.285
H11 -2.321 -0.211 3.097
H12 -0.680 1.705 4.175
H13 1.185 3.231 3.161
H14 1.125 3.486 1.414
H15 2.205 2.266 2.108
H16 -1.838 -3.063 1.957
H17 -4.083 -3.459 3.428
H18 -6.834 -2.311 2.508
H19 -6.615 -0.593 2.146
H20 -6.218 -1.228 3.749
I1 1.321 1.162 -3.548
C17 1.036 4.686 -2.515
I2 2.910 5.001 -2.140
H21 0.754 3.739 -2.976
H22 0.306 5.472 -2.350
O1 2.207 2.265 -0.648
N9 3.337 1.767 -0.295
N10 3.248 0.537 -0.099
O2 2.065 -0.028 -0.312
C18 4.319 -0.287 0.404
C19 4.122 -1.658 0.459
C20 5.157 -2.443 0.942
C21 6.347 -1.860 1.350
C22 6.514 -0.482 1.288
C23 5.496 0.326 0.814
H23 3.187 -2.098 0.145
H24 5.030 -3.515 0.998
H25 7.149 -2.480 1.725
H26 7.441 -0.032 1.615
H27 5.612 1.398 0.768
Cl1 -0.199 3.322 -0.978



No. 3
A structure of composition C23H27BrN3O8Re in a non-equilibrium geometry, computed with ωB97M-V with the def2-TZVPD basis set.

Values from the calculation:
Total charge: +1
⟨S²⟩: 0.7597
2S+1: 2
Gap between HOMO and LUMO (alpha / beta), eV: 6.96 / 6.98

Element x y z (Å)
Re1 -0.316 0.346 0.569
O1 1.071 1.059 3.861
C1 1.365 0.319 2.960
O2 0.536 -0.415 2.278
C2 2.846 0.189 2.509
C3 3.078 -1.060 1.645
C4 4.591 -1.236 1.425
C5 4.865 -0.157 0.362
C6 3.468 0.467 0.222
O3 2.593 -0.641 0.369
C7 3.186 1.310 1.493
C8 2.003 2.264 1.256
O4 2.047 3.438 1.516
O5 0.985 1.675 0.691
H1 3.467 0.235 3.402
H2 2.547 -1.946 1.985
H3 5.148 -1.076 2.344
H4 4.812 -2.237 1.058
H5 5.601 0.576 0.677
H6 5.189 -0.595 -0.580
H7 3.278 0.981 -0.718
H8 4.034 1.921 1.805
O6 2.351 -4.457 -3.324
C9 1.726 -3.568 -2.563
C10 1.540 -3.712 -1.182
C11 0.879 -2.720 -0.490
N1 0.403 -1.623 -1.068
C12 0.591 -1.482 -2.370
Br1 -0.055 0.103 -3.157
C13 1.222 -2.411 -3.168
H9 2.675 -5.219 -2.822
H10 1.913 -4.583 -0.664
H11 0.714 -2.794 0.573
H12 1.327 -2.263 -4.230
C14 -3.777 -2.039 0.318
C15 -2.656 -1.547 1.251
C16 -1.847 -2.734 1.797
C17 -3.233 -0.704 2.401
O7 -1.784 -0.735 0.521
H13 -4.355 -2.828 0.790
H14 -3.337 -2.432 -0.597
H15 -4.451 -1.225 0.060
H16 -2.429 -3.287 2.525
H17 -0.950 -2.349 2.278
H18 -1.573 -3.398 0.980
H19 -3.965 -1.289 2.948
H20 -3.713 0.189 2.006
H21 -2.433 -0.406 3.074
N2 -3.471 5.890 -2.750
C18 -3.962 4.655 -2.541
O8 -5.082 4.318 -2.844
C19 -3.013 3.664 -1.911
C20 -1.678 3.896 -1.601
C21 -0.941 2.893 -1.002
N3 -1.441 1.685 -0.712
C22 -2.710 1.437 -1.074
C23 -3.516 2.388 -1.657
H22 -4.082 6.579 -3.161
H23 -2.581 6.194 -2.399
H24 -1.177 4.825 -1.815
H25 0.092 3.072 -0.736
H26 -3.074 0.436 -0.886
H27 -4.538 2.164 -1.926



No. 4
A structure of composition C23H27CaN7O2SSe2, computed with ωB97M-V with the def2-TZVPD basis set.

Values from the calculation:
2S+1: 1
Gap between HOMO and LUMO, eV: 6.00

Element x y z (Å)
Ca1 0.121 -0.042 -0.115
C1 0.597 4.517 -1.199
C2 1.890 4.726 -0.758
C3 2.710 3.631 -0.530
C4 2.199 2.365 -0.762
N1 0.935 2.155 -1.148
C5 0.153 3.214 -1.363
C6 3.068 1.147 -0.597
C7 4.453 1.226 -0.536
C8 5.179 0.063 -0.356
C9 4.523 -1.151 -0.265
C10 3.140 -1.162 -0.374
N2 2.449 -0.033 -0.533
C11 2.345 -2.435 -0.289
C12 2.941 -3.669 -0.506
C13 2.167 -4.813 -0.399
C14 0.830 -4.693 -0.071
C15 0.313 -3.423 0.121
N3 1.045 -2.318 0.000
H1 -0.083 5.337 -1.384
H2 2.256 5.729 -0.580
H3 3.713 3.763 -0.155
H4 -0.879 2.996 -1.622
H5 4.955 2.177 -0.626
H6 6.258 0.103 -0.282
H7 5.074 -2.065 -0.098
H8 3.985 -3.737 -0.771
H9 2.607 -5.786 -0.569
H10 0.190 -5.557 0.036
H11 -0.724 -3.269 0.396
O1 -1.305 -0.877 1.752
C16 -2.112 -0.017 2.585
C17 -1.630 1.430 2.651
C18 -2.693 2.137 3.509
O2 -2.396 3.499 3.798
C19 -0.260 1.546 3.349
Se1 1.281 0.558 2.565
C20 -1.578 2.113 1.281
Se2 -3.068 1.864 -0.011
H12 -0.436 -0.932 2.220
H13 -2.127 -0.450 3.589
H14 -3.115 -0.046 2.161
H15 -2.835 1.579 4.445
H16 -3.637 2.147 2.964
H17 -1.602 3.513 4.343
H18 -0.373 1.217 4.387
H19 0.032 2.597 3.373
H20 -0.646 1.852 0.780
H21 -1.450 3.185 1.447
C21 -4.569 -2.333 -2.190
C22 -3.268 -2.231 -2.889
N4 -2.997 -2.661 -4.083
N5 -1.684 -2.310 -4.269
C23 -1.143 -1.644 -3.242
S1 0.376 -0.933 -3.084
N6 -2.164 -1.628 -2.337
N7 -2.054 -0.991 -1.105
H22 -5.294 -2.787 -2.859
H23 -4.917 -1.343 -1.891
H24 -4.492 -2.945 -1.289
H25 -1.226 -2.505 -5.141
H26 -2.523 -0.053 -1.091
H27 -2.502 -1.546 -0.382